Entry 1:
A 2-piece molecular cluster, C4H7N4OS overall. Source: the OMol25 dataset; level of theory: wB97M-V/def2-TZVPD.

Computed properties:
Net charge   -1
Total energy   -23098.7698 eV
Relative energy (zero: lowest compared OMol25 entry of this formula, charge and spin)   19.5 kcal/mol
HOMO-LUMO gap (alpha / beta)   4.7 / 6.2 eV
2S+1   3
Highest occupied orbital energy (alpha / beta)   -1.23 / -5.18 eV

Last columns: bonded neighbours and bond lengths (Å).
Element x y z (Å)
1 C -1.46090 0.54890 -1.12227  C5 1.501, H8 1.143, H12 1.064, S16 1.809
2 N 2.01221 -0.71777 -0.86679  N7 1.325, N17 1.316
3 C 3.26539 0.41090 0.36196  N7 1.355, N10 1.326, H14 1.102
4 H -2.00746 -1.84829 1.39113  C6 1.160
5 C -1.13233 -0.35541 0.03031  C1 1.501, C6 1.529, H15 1.086, S16 1.935
6 C -2.27771 -0.81909 0.93054  H4 1.160, C5 1.529, H11 1.114, H13 1.049
7 N 1.96176 0.26450 0.02130  N2 1.325, C3 1.355
8 H -0.94409 0.32791 -2.11757  C1 1.143
9 O -1.56743 2.29698 0.90443  S16 1.524
10 N 4.09953 -0.43049 -0.23334  C3 1.326, N17 1.355
11 H -3.20011 -0.97389 0.32546  C6 1.114
12 H -2.46579 0.84726 -1.30416  C1 1.064
13 H -2.36251 -0.29784 1.83738  C6 1.049
14 H 3.58632 1.26232 0.98434  C3 1.102
15 H -0.21829 -0.87813 -0.23372  C5 1.086
16 S -0.54142 1.48531 0.12342  C1 1.809, C5 1.935, O9 1.524
17 N 3.25282 -1.12315 -1.03240  N2 1.316, N10 1.355

=====

Entry 2:
An isolated ion of composition C4H7N4OS and charge +1. Source: the OMol25 dataset; level of theory: wB97M-V/def2-TZVPD.

Computed properties:
SMILES   N/C(O)=[N+](/N)c1nccs1
Net charge   +1
Total energy   -23097.9400 eV
Relative energy (zero: lowest compared OMol25 entry of this formula, charge and spin)   0.0 kcal/mol
HOMO-LUMO gap   9.7 eV
Highest occupied orbital energy   -12.84 eV

Last columns: bonded neighbours and bond lengths (Å).
Element x y z (Å)
1 H -1.66429 2.06956 -0.68130  N3 1.020
2 H -2.88943 0.54170 1.17522  O16 0.990
3 N -1.52513 1.67037 0.24672  H1 1.020, N6 1.388, H11 1.022
4 C 2.61927 0.51738 -1.35737  H8 1.071, C14 1.356, S17 1.720
5 N 1.08855 -0.81745 -0.30718  C14 1.354, C15 1.301
6 N -0.81753 0.47804 0.18875  N3 1.388, C10 1.491, C15 1.382
7 H -1.33204 -2.59508 1.37392  N13 1.010
8 H 3.51212 0.84869 -1.84650  C4 1.071
9 H 0.06686 -1.83094 0.46363  N13 1.060
10 C -1.49048 -0.67057 0.85973  N6 1.491, N13 1.289, O16 1.287
11 H -1.05811 2.36000 0.83896  N3 1.022
12 H 2.93980 -1.58264 -0.92401  C14 1.073
13 N -0.89166 -1.81040 0.91613  H7 1.010, H9 1.060, C10 1.289
14 C 2.30988 -0.71463 -0.88273  C4 1.356, N5 1.354, H12 1.073
15 C 0.45357 0.31793 -0.33070  N5 1.301, N6 1.382, S17 1.740
16 O -2.65175 -0.40410 1.34509  H2 0.990, C10 1.287
17 S 1.33037 1.62214 -1.07836  C4 1.720, C15 1.740

=====

- relative energy (zero: lowest compared OMol25 entry of this formula, charge and spin) of number 1 (C4H7N4OS)?
  19.5 kcal/mol